1.
10 unconnected molecules or ions with the total composition C60H118Cl10N6O6 at a distorted geometry, computed with ωB97M-V with the def2-TZVPD basis set.

Bonds (Å) are listed after each position.
Geometry (Å):
1 Cl -2.53 3.57 7.46  C28 1.791
2 Cl -4.48 -2.50 3.69  C56 1.755
3 Cl 3.52 -4.61 3.94  C58 1.833
4 Cl -2.11 3.81 4.66  C28 1.815
5 Cl 0.24 3.14 6.32  C28 1.770
6 Cl -6.91 -1.12 5.45  C69 1.761
7 Cl -1.11 -4.83 3.56  C24 1.758
8 Cl -2.96 -6.19 5.36  C24 1.802
9 Cl -2.42 -7.20 2.65  C24 1.770
10 Cl 1.27 -5.24 0.32  C42 1.767
11 O -2.99 -3.70 -3.71  N22 1.396
12 O 7.93 -2.45 -2.42  N21 1.359
13 O -0.90 8.43 0.99  N20 1.370
14 O 2.15 5.57 -4.30  N18 1.360
15 O 0.11 1.93 -0.07  N17 1.373
16 O -5.84 1.01 -2.17  N19 1.350
17 N 0.02 0.82 0.72  O15 1.373, C59 1.481, C80 1.486
18 N 2.54 4.40 -3.73  O14 1.360, C32 1.473, C68 1.438
19 N -6.11 0.34 -1.04  O16 1.350, C45 1.487, C71 1.504
20 N 0.11 7.64 1.46  O13 1.370, C23 1.461, C52 1.496
21 N 7.00 -2.48 -1.42  O12 1.359, C25 1.490, C54 1.505
22 N -2.11 -4.74 -3.44  O11 1.396, C40 1.488, C46 1.460
23 C 0.23 6.27 0.97  N20 1.461, C38 1.523, C63 1.562, C70 1.582
24 C -2.61 -5.75 3.65  Cl7 1.758, Cl8 1.802, Cl9 1.770, H137 1.086
25 C 7.13 -1.38 -0.42  N21 1.490, C44 1.522, C60 1.530, C64 1.524
26 C -1.18 -7.39 -2.80  C57 1.546, C76 1.523, H173 1.089, H191 1.091
27 C -0.32 -1.10 2.81  C37 1.515, C51 1.510, H156 1.091, H179 1.092
28 C -1.29 4.04 6.26  Cl1 1.791, Cl4 1.815, Cl5 1.770, H135 1.085
29 C -3.55 -5.69 -1.52  C40 1.539, H90 1.089, H160 1.092, H180 1.090
30 C -7.80 -1.26 -2.08  C71 1.549, H103 1.089, H112 1.092, H120 1.091
31 C 7.54 -4.59 0.00  C54 1.491, H145 1.095, H150 1.089, H165 1.090
32 C 2.05 3.11 -4.24  N18 1.473, C65 1.557, C66 1.553, C78 1.563
33 C -2.00 1.52 2.04  C59 1.552, H136 1.090, H162 1.092, H164 1.092
34 C -8.12 1.61 -0.08  C45 1.524, H154 1.092, H174 1.089, H199 1.088
35 C -7.31 -1.03 1.24  C49 1.499, C53 1.510, H132 1.092, H189 1.091
36 C -1.40 -5.05 -5.78  C46 1.531, H128 1.090, H158 1.089, H171 1.092
37 C 1.05 -0.77 2.26  C27 1.515, C80 1.516, H117 1.090, H195 1.092
38 C 0.32 6.18 -0.55  C23 1.523, H143 1.090, H166 1.090, H170 1.092
39 C 1.92 5.84 2.87  C70 1.540, C73 1.507, H99 1.093, H152 1.092
40 C -2.20 -5.13 -2.00  N22 1.488, C29 1.539, C57 1.540, C79 1.544
41 C -0.59 7.45 3.96  C52 1.533, H97 1.091, H100 1.089, H153 1.091
42 C 1.89 -4.47 1.78  Cl10 1.767, C58 1.519, H124 1.088, H183 1.087
43 C 0.72 9.40 3.17  C52 1.523, H108 1.093, H129 1.089, H139 1.093
44 C 8.27 -1.36 0.59  C25 1.522, H86 1.090, H121 1.090, H187 1.094
45 C -6.68 1.15 0.07  N19 1.487, C34 1.524, C53 1.578, C74 1.559
46 C -2.00 -5.70 -4.53  N22 1.460, C36 1.531, C76 1.551, C77 1.563
47 C -5.39 -1.85 -1.95  C71 1.550, H111 1.092, H140 1.091, H163 1.092
48 C 4.23 3.22 -2.27  C68 1.602, C82 1.517, H102 1.093, H109 1.088
49 C -6.58 -1.80 0.19  C35 1.499, C71 1.564, H144 1.094, H167 1.091
50 C 6.35 -4.80 -2.09  C54 1.526, H91 1.092, H119 1.089, H190 1.092
51 C -1.36 -0.93 1.73  C27 1.510, C59 1.517, H84 1.091, H127 1.092
52 C 0.40 7.93 2.90  N20 1.496, C41 1.533, C43 1.523, C73 1.523
53 C -6.63 0.31 1.41  C35 1.510, C45 1.578, H104 1.093, H138 1.093
54 C 6.63 -3.85 -0.93  N21 1.505, C31 1.491, C50 1.526, C62 1.561
55 C 2.45 0.70 0.85  C80 1.584, H87 1.093, H89 1.091, H98 1.089
56 C -4.65 -2.63 5.44  Cl2 1.755, C69 1.493, H94 1.089, H125 1.090
57 C -1.10 -6.20 -1.81  C26 1.546, C40 1.540, H116 1.093, H141 1.092
58 C 2.65 -5.50 2.59  Cl3 1.833, C42 1.519, H83 1.088, H185 1.087
59 C -1.36 0.45 1.11  N17 1.481, C33 1.552, C51 1.517, C72 1.587
60 C 7.17 0.01 -1.06  C25 1.530, H101 1.089, H196 1.090, H200 1.094
61 C 5.03 4.58 -4.15  C68 1.508, H92 1.092, H105 1.093, H126 1.090
62 C 5.30 -3.68 -0.13  C54 1.561, C67 1.520, H114 1.091, H186 1.093
63 C -0.96 5.32 1.30  C23 1.562, H155 1.090, H161 1.091, H188 1.091
64 C 5.83 -1.33 0.36  C25 1.524, C67 1.526, H123 1.095, H192 1.091
65 C 0.50 3.20 -4.19  C32 1.557, H107 1.092, H130 1.089, H142 1.090
66 C 2.47 2.75 -5.69  C32 1.553, H122 1.089, H131 1.091, H172 1.090
67 C 5.37 -2.65 0.99  C62 1.520, C64 1.526, H96 1.091, H168 1.093
68 C 3.87 4.48 -3.20  N18 1.438, C48 1.602, C61 1.508, C81 1.563
69 C -5.31 -1.46 6.09  Cl6 1.761, C56 1.493, H148 1.089, H176 1.091
70 C 1.58 5.55 1.40  C23 1.582, C39 1.540, H147 1.089, H178 1.091
71 C -6.53 -1.10 -1.21  N19 1.504, C30 1.549, C47 1.550, C49 1.564
72 C -2.37 0.25 -0.09  C59 1.587, H159 1.089, H194 1.092, H198 1.092
73 C 1.76 7.31 3.17  C39 1.507, C52 1.523, H149 1.093, H182 1.091
74 C -5.79 2.40 0.33  C45 1.559, H85 1.090, H88 1.089, H177 1.090
75 C 1.18 1.74 2.73  C80 1.501, H157 1.093, H181 1.089, H184 1.090
76 C -0.97 -6.81 -4.19  C26 1.523, C46 1.551, H106 1.091, H169 1.092
77 C -3.24 -6.58 -4.90  C46 1.563, H133 1.092, H134 1.091, H146 1.089
78 C 2.44 1.93 -3.29  C32 1.563, C82 1.517, H95 1.091, H197 1.092
79 C -1.82 -3.98 -1.05  C40 1.544, H113 1.089, H115 1.089, H118 1.091
80 C 1.12 0.64 1.71  N17 1.486, C37 1.516, C55 1.584, C75 1.501
81 C 4.16 5.61 -2.16  C68 1.563, H93 1.091, H175 1.093, H193 1.089
82 C 3.93 1.92 -2.99  C48 1.517, C78 1.517, H110 1.091, H151 1.091
83 H 1.94 -6.16 3.08  C58 1.088
84 H -2.30 -1.12 2.24  C51 1.091
85 H -4.71 2.22 0.28  C74 1.090
86 H 9.22 -1.27 0.06  C44 1.090
87 H 2.42 -0.15 0.16  C55 1.093
88 H -6.05 3.13 -0.44  C74 1.089
89 H 3.35 0.53 1.45  C55 1.091
90 H -3.57 -6.07 -0.50  C29 1.089
91 H 7.19 -5.06 -2.74  C50 1.092
92 H 4.92 5.47 -4.78  C61 1.092
93 H 4.19 6.63 -2.55  C81 1.091
94 H -5.20 -3.54 5.63  C56 1.089
95 H 2.12 1.00 -3.77  C78 1.091
96 H 4.45 -2.45 1.53  C67 1.091
97 H -1.04 6.49 3.71  C41 1.091
98 H 2.55 1.57 0.21  C55 1.089
99 H 1.28 5.28 3.57  C39 1.093
100 H -0.13 7.39 4.95  C41 1.089
101 H 6.28 0.22 -1.64  C60 1.089
102 H 3.55 3.29 -1.41  C48 1.093
103 H -7.64 -0.87 -3.08  C30 1.089
104 H -5.65 0.25 1.88  C53 1.093
105 H 5.16 3.75 -4.86  C61 1.093
106 H -1.08 -7.64 -4.89  C76 1.091
107 H 0.14 2.17 -4.30  C65 1.092
108 H -0.14 10.05 3.03  C43 1.093
109 H 5.26 3.32 -1.94  C48 1.088
110 H 4.48 1.92 -3.93  C82 1.091
111 H -5.56 -2.89 -2.22  C47 1.092
112 H -8.11 -2.30 -2.26  C30 1.092
113 H -1.83 -4.40 -0.04  C79 1.089
114 H 5.02 -4.63 0.34  C62 1.091
115 H -2.47 -3.12 -1.17  C79 1.089
116 H -1.01 -6.63 -0.82  C57 1.093
117 H 1.29 -1.50 1.48  C37 1.090
118 H -0.81 -3.71 -1.35  C79 1.091
119 H 5.99 -5.77 -1.74  C50 1.089
120 H -8.66 -0.86 -1.55  C30 1.091
121 H 8.16 -0.68 1.44  C44 1.090
122 H 2.35 3.60 -6.36  C66 1.089
123 H 4.95 -1.08 -0.23  C64 1.095
124 H 2.34 -3.61 1.29  C42 1.088
125 H -3.61 -2.76 5.75  C56 1.090
126 H 6.01 4.66 -3.68  C61 1.090
127 H -1.35 -1.69 0.94  C51 1.092
128 H -2.17 -4.47 -6.30  C36 1.090
129 H 1.17 9.64 4.13  C43 1.089
130 H 0.18 3.66 -3.26  C65 1.089
131 H 1.75 1.98 -5.98  C66 1.091
132 H -7.30 -1.59 2.17  C35 1.092
133 H -4.12 -6.01 -5.21  C77 1.092
134 H -3.12 -7.22 -5.78  C77 1.091
135 H -1.05 5.09 6.39  C28 1.085
136 H -1.50 1.64 3.00  C33 1.090
137 H -3.43 -5.19 3.21  C24 1.086
138 H -7.18 0.88 2.17  C53 1.093
139 H 1.38 9.83 2.42  C43 1.093
140 H -5.05 -1.42 -2.89  C47 1.091
141 H -0.12 -5.72 -1.86  C57 1.092
142 H -0.02 3.70 -5.01  C65 1.090
143 H 0.57 5.19 -0.93  C38 1.090
144 H -7.11 -2.76 0.09  C49 1.094
145 H 8.55 -4.60 -0.43  C31 1.095
146 H -3.52 -7.28 -4.11  C77 1.089
147 H 2.41 5.75 0.72  C70 1.089
148 H -4.71 -0.55 6.05  C69 1.089
149 H 2.55 7.71 2.52  C73 1.093
150 H 7.74 -4.25 1.01  C31 1.089
151 H 4.20 1.04 -2.40  C82 1.091
152 H 2.93 5.42 2.91  C39 1.092
153 H -1.44 8.13 4.01  C41 1.091
154 H -8.13 2.13 -1.04  C34 1.092
155 H -0.91 4.68 2.18  C63 1.090
156 H -0.64 -0.56 3.70  C27 1.091
157 H 0.78 1.42 3.70  C75 1.093
158 H -0.85 -5.75 -6.41  C36 1.089
159 H -3.33 -0.18 0.20  C72 1.089
160 H -4.30 -4.89 -1.49  C29 1.092
161 H -1.93 5.82 1.31  C63 1.091
162 H -2.07 2.53 1.63  C33 1.092
163 H -4.50 -1.89 -1.32  C47 1.092
164 H -3.05 1.29 2.23  C33 1.092
165 H 7.31 -5.65 0.04  C31 1.090
166 H -0.60 6.45 -1.07  C38 1.090
167 H -5.58 -2.16 0.44  C49 1.091
168 H 6.10 -2.95 1.75  C67 1.093
169 H 0.06 -6.47 -4.33  C76 1.092
170 H 1.15 6.82 -0.84  C38 1.092
171 H -0.63 -4.32 -5.54  C36 1.092
172 H 3.45 2.29 -5.76  C66 1.090
173 H -2.10 -7.97 -2.72  C26 1.089
174 H -8.79 0.75 -0.16  C34 1.089
175 H 3.34 5.58 -1.43  C81 1.093
176 H -5.40 -1.70 7.15  C69 1.091
177 H -5.95 2.75 1.35  C74 1.090
178 H 1.41 4.48 1.40  C70 1.091
179 H -0.25 -2.15 3.13  C27 1.092
180 H -3.90 -6.41 -2.25  C29 1.090
181 H 0.59 2.61 2.45  C75 1.089
182 H 2.03 7.45 4.21  C73 1.091
183 H 1.05 -4.10 2.37  C42 1.087
184 H 2.22 1.96 2.95  C75 1.090
185 H 3.36 -6.05 1.98  C58 1.087
186 H 4.50 -3.34 -0.78  C62 1.093
187 H 8.31 -2.27 1.20  C44 1.094
188 H -1.02 4.59 0.49  C63 1.091
189 H -8.37 -0.88 1.03  C35 1.091
190 H 5.68 -4.38 -2.84  C50 1.092
191 H -0.33 -8.01 -2.52  C26 1.091
192 H 5.90 -0.47 1.02  C64 1.091
193 H 5.06 5.51 -1.55  C81 1.089
194 H -1.99 -0.33 -0.93  C72 1.092
195 H 1.76 -0.84 3.08  C37 1.092
196 H 7.47 0.82 -0.39  C60 1.090
197 H 1.93 1.98 -2.33  C78 1.092
198 H -2.55 1.20 -0.59  C72 1.092
199 H -8.46 2.25 0.73  C34 1.088
200 H 8.03 0.07 -1.74  C60 1.094

## Properties
E_HOMO (alpha / beta): -8.3293 / -9.4478 eV
2S+1: 7
max |F|: 5.23 eV/A
Kohn-Sham gap (alpha / beta): 8.34 / 9.25 eV


2.
3 unconnected molecules or ions with the total composition C19H37ClN2O6 at a distorted geometry, computed with ωB97M-V with the def2-TZVPD basis set.

Bonds (Å) are listed after each position.
Geometry (Å):
1 Cl 1.72 1.79 1.79  C27 1.819
2 O 2.41 -1.49 2.26  C13 1.426, C22 1.466
3 O 5.03 2.15 0.49  C26 1.252
4 O 5.73 0.48 2.03  C20 1.454, C26 1.423
5 O -2.63 -3.71 -2.51  C12 1.418, C19 1.424
6 O 5.67 -1.73 2.32  C20 1.228
7 O -1.23 7.53 2.67  C14 1.418, C23 1.424
8 N -4.45 -1.80 -1.39  C17 1.469, H33 1.019, H44 1.021
9 N -1.18 4.65 2.53  C21 1.469, H29 1.021, H32 1.019
10 C 2.77 -2.23 -1.51  C16 1.610, C24 1.613, C28 1.630, H35 1.149
11 C 0.99 -2.77 0.47  C15 1.637, C16 1.601, C22 1.592, H42 1.148
12 C -3.02 -5.06 -2.35  O5 1.418, H36 1.094, H37 1.092, H54 1.092
13 C 3.42 -0.52 2.01  O2 1.426, C20 1.572, C27 1.439
14 C -0.43 8.08 3.70  O7 1.418, H40 1.094, H52 1.092, H65 1.092
15 C -0.62 -3.00 0.63  C11 1.637, H31 1.157, H55 1.157, H57 1.135
16 C 1.32 -2.79 -1.10  C10 1.610, C11 1.601, H30 1.153, H64 1.158
17 C -4.76 -2.42 -2.68  N8 1.469, C18 1.526, C19 1.542, H38 1.096
18 C -5.83 -3.49 -2.47  C17 1.526, H39 1.094, H50 1.094, H58 1.092
19 C -3.48 -2.95 -3.37  O5 1.424, C17 1.542, H46 1.095, H61 1.097
20 C 4.97 -0.76 2.04  O4 1.454, O6 1.228, C13 1.572
21 C -0.07 5.44 1.97  N9 1.469, C23 1.542, C25 1.526, H59 1.096
22 C 1.35 -1.42 1.24  O2 1.466, C11 1.592, H53 1.155, H56 1.150
23 C -0.50 6.88 1.63  O7 1.424, C21 1.542, H41 1.097, H51 1.095
24 C 2.55 -1.05 -2.59  C10 1.613, H48 1.147, H62 1.156, H63 1.155
25 C 1.12 5.36 2.92  C21 1.526, H34 1.092, H43 1.094, H47 1.094
26 C 4.78 1.35 1.42  O3 1.252, O4 1.423, C27 1.581
27 C 3.30 0.89 1.76  Cl1 1.819, C13 1.439, C26 1.581
28 C 3.72 -3.40 -2.13  C10 1.630, H45 1.148, H49 1.153, H60 1.140
29 H -1.57 5.20 3.30  N9 1.021
30 H 1.23 -3.88 -1.46  C16 1.153
31 H -1.09 -1.95 0.52  C15 1.157
32 H -1.94 4.62 1.85  N9 1.019
33 H -3.81 -1.02 -1.54  N8 1.019
34 H 0.85 5.57 3.95  C25 1.092
35 H 3.35 -1.78 -0.62  C10 1.149
36 H -3.46 -5.48 -3.25  C12 1.094
37 H -2.12 -5.64 -2.10  C12 1.092
38 H -5.19 -1.66 -3.34  C17 1.096
39 H -5.96 -4.09 -3.38  C18 1.094
40 H 0.52 8.47 3.32  C14 1.094
41 H 0.35 7.49 1.32  C23 1.097
42 H 1.48 -3.63 1.03  C11 1.148
43 H 1.55 4.35 2.90  C25 1.094
44 H -3.90 -2.46 -0.85  N8 1.021
45 H 4.49 -2.90 -2.82  C28 1.148
46 H -2.89 -2.09 -3.69  C19 1.095
47 H 1.91 6.06 2.62  C25 1.094
48 H 2.21 -0.06 -2.13  C24 1.147
49 H 4.25 -3.87 -1.22  C28 1.153
50 H -6.79 -3.02 -2.25  C18 1.094
51 H -1.18 6.84 0.78  C23 1.095
52 H -0.25 7.34 4.48  C14 1.092
53 H 1.55 -0.62 0.43  C22 1.155
54 H -3.70 -5.15 -1.51  C12 1.092
55 H -0.81 -3.31 1.73  C15 1.157
56 H 0.41 -1.13 1.82  C22 1.150
57 H -1.05 -3.75 -0.12  C15 1.135
58 H -5.60 -4.16 -1.65  C18 1.092
59 H 0.24 4.96 1.03  C21 1.096
60 H 3.06 -4.14 -2.68  C28 1.140
61 H -3.72 -3.52 -4.28  C19 1.097
62 H 3.59 -0.83 -3.05  C24 1.156
63 H 1.81 -1.46 -3.38  C24 1.155
64 H 0.52 -2.21 -1.70  C16 1.158
65 H -0.98 8.91 4.15  C14 1.092

## Properties
SMILES: CC(C)C[C@H](C)COC1=C(Cl)C(=O)OC1=O.COC[C@@H](C)N.COC[C@@H](C)N
E_HOMO: -9.3834 eV
max |F|: 5.18 eV/A
Kohn-Sham gap: 8.23 eV